[1]
Density functional theory data (the ωB97M-V functional and the def2-TZVPD basis) for a molecular structure, C34H33ClCoN3OTe.

The value obtained for the orbital gap (alpha / beta) is 4.783 / 5.186 eV. The total charge is -1. The spin multiplicity is 2. The value obtained for the HOMO energy (alpha / beta) is -2.8 / -3.2 eV. The energy above the lowest of the compared OMol25 structures with the same formula, charge and spin comes out at 6.86 kcal/mol. As for the LUMO energy (alpha / beta): 0.0716 / 0.0712 hartree.

Geometry as XYZ:
```
74
Properties=species:S:1:pos:R:3:forces:R:3:lowdin_spin:R:1
Co -0.603 -0.602 -0.615 -0.54 -1.21 -0.69 0.96
Cl -4.013 3.946 3.721 0.01 0.00 -0.01 0.00
C -2.994 3.161 2.531 0.00 -0.16 0.16 0.00
C -2.719 3.807 1.323 0.09 0.03 -0.21 0.00
C -1.907 3.211 0.392 -0.15 0.22 0.13 0.00
C -1.334 1.925 0.597 0.56 -0.26 -0.61 0.00
O -0.554 1.414 -0.287 -0.18 1.23 0.67 0.03
C -1.658 1.284 1.830 0.00 -0.39 0.18 0.00
C -1.100 -0.003 2.173 0.21 0.02 -0.19 0.00
N -0.593 -0.823 1.320 -0.25 0.02 0.52 0.01
C 0.168 -1.938 1.737 -0.70 0.35 0.73 0.00
C 0.022 -2.616 2.936 -0.08 0.40 -0.80 0.00
C 0.887 -3.668 3.233 0.60 -0.48 -0.25 0.00
C 1.896 -4.022 2.362 -0.17 -0.09 0.42 0.00
C 2.084 -3.327 1.150 -0.31 0.37 -0.10 0.00
C 3.120 -3.607 0.236 0.04 0.59 -0.58 0.00
C 3.241 -2.813 -0.889 0.62 -0.95 0.87 0.00
C 2.317 -1.808 -1.127 -1.39 0.91 0.85 0.00
N 1.272 -1.543 -0.331 1.22 -0.14 -0.39 0.00
C 1.186 -2.275 0.826 0.58 -0.38 -0.20 0.00
C -2.461 1.924 2.783 -0.06 0.14 0.04 0.00
H -3.150 4.782 1.132 -0.01 0.00 0.00 0.00
H -1.688 3.707 -0.546 0.00 -0.01 0.00 0.00
H -1.049 -0.247 3.236 -0.04 0.03 0.07 0.00
H -0.784 -2.366 3.613 0.01 0.03 -0.04 0.00
H 0.749 -4.230 4.149 0.02 0.00 -0.02 0.00
H 2.554 -4.851 2.593 -0.02 0.00 -0.01 0.00
H 3.808 -4.419 0.432 0.00 -0.01 -0.01 0.00
H 4.043 -2.968 -1.599 -0.03 -0.04 0.01 0.00
H 2.427 -1.181 -2.000 -0.08 -0.06 -0.05 0.00
H -2.670 1.429 3.725 -0.01 -0.01 0.00 0.00
C -0.270 -1.226 -3.545 -0.18 0.06 0.04 0.00
N -0.475 -0.097 -2.628 0.17 0.20 -0.33 0.00
C 0.630 0.860 -2.819 -0.16 -0.03 -0.09 0.00
C -1.746 0.590 -2.985 0.03 0.00 0.03 0.00
C -2.869 0.182 -2.083 -0.16 0.06 -0.02 -0.01
C -4.184 0.499 -2.413 0.01 -0.07 -0.06 0.00
C -5.205 0.236 -1.515 -0.03 0.02 0.01 0.00
C -4.894 -0.347 -0.292 -0.02 -0.03 0.02 0.00
C -3.581 -0.671 0.015 -0.05 -0.08 -0.07 -0.01
C -2.529 -0.416 -0.870 0.39 0.54 0.21 -0.04
H -0.227 -0.859 -4.579 0.04 -0.04 -0.05 0.00
H -1.084 -1.940 -3.432 0.03 -0.03 0.02 0.00
H 0.663 -1.727 -3.304 0.01 -0.08 0.00 0.00
H 0.605 1.264 -3.839 0.05 0.01 -0.04 0.00
H 1.580 0.357 -2.675 0.10 0.00 -0.01 0.00
H 0.535 1.662 -2.092 0.00 -0.01 -0.02 0.00
H -1.975 0.387 -4.039 -0.01 0.07 -0.05 0.00
H -1.578 1.665 -2.890 0.00 0.00 0.07 0.00
H -4.407 0.958 -3.372 -0.02 0.01 -0.02 0.00
H -6.230 0.482 -1.763 -0.02 0.00 0.00 0.00
H -5.682 -0.558 0.423 -0.03 0.00 0.00 0.00
H -3.374 -1.159 0.962 0.02 0.01 0.03 0.00
C 1.897 -8.323 0.942 0.00 -0.02 -0.01 0.00
C 1.044 -7.158 0.514 0.07 -0.06 0.03 0.00
C -0.101 -6.808 1.209 0.00 0.04 0.05 0.00
C -0.904 -5.736 0.822 0.11 -0.14 0.04 0.01
C -2.138 -5.450 1.634 0.06 -0.07 0.04 0.00
C -0.556 -4.974 -0.304 -0.32 0.04 -0.23 0.01
Te -1.814 -3.355 -0.897 0.22 -0.35 0.04 0.04
C 0.596 -5.335 -1.026 0.04 -0.13 0.15 0.00
C 1.022 -4.586 -2.253 -0.11 -0.07 -0.14 0.00
C 1.373 -6.409 -0.608 0.03 0.06 0.04 0.00
H 1.580 -8.707 1.912 0.00 0.00 0.01 0.00
H 2.950 -8.040 1.020 0.02 0.00 0.00 0.00
H 1.836 -9.144 0.223 0.01 -0.02 0.01 0.00
H -0.381 -7.379 2.091 0.01 -0.03 0.02 0.00
H -2.146 -6.063 2.538 -0.02 -0.04 0.02 0.00
H -3.045 -5.658 1.062 0.02 0.05 -0.02 0.00
H -2.185 -4.399 1.913 -0.02 0.09 -0.02 0.00
H 1.017 -3.516 -2.068 -0.18 -0.08 -0.10 0.00
H 0.330 -4.766 -3.081 -0.04 0.02 0.01 0.00
H 2.027 -4.886 -2.558 0.01 -0.03 -0.04 0.00
H 2.269 -6.658 -1.171 0.02 -0.04 -0.03 0.00
```
Positions in Å, forces in eV/Å.



[2]
Density functional theory data (the ωB97M-V functional and the def2-TZVPD basis) for a molecular structure, C34H33F10N6V.

The value obtained for the orbital gap is 7.078 eV. The total charge is +2. The spin multiplicity is 1. The value obtained for the HOMO energy is -14.4 eV. As for the LUMO energy: -0.2675 hartree.

Geometry as XYZ:
```
84
Properties=species:S:1:pos:R:3:forces:R:3:mulliken_charge:R:1
V 0.096 0.604 -0.892 0.51 0.29 -1.37 -0.64
C 0.037 2.245 -3.737 -0.01 0.16 -0.07 -1.52
N 0.171 0.847 -3.307 -0.13 -0.17 0.41 0.98
C 1.430 0.257 -3.795 0.19 -0.14 0.03 -1.27
C 1.926 -0.645 -2.684 -0.17 0.08 -0.40 -0.30
N 1.780 0.168 -1.485 0.72 0.39 -0.35 0.56
C 2.792 0.094 -0.527 0.46 -0.14 0.57 -0.37
C 3.262 -1.121 -0.004 -0.13 0.26 -0.11 0.42
F 2.673 -2.248 -0.395 0.02 -0.16 0.00 -0.40
C 4.288 -1.177 0.916 0.02 0.02 -0.05 0.41
F 4.679 -2.338 1.407 0.02 -0.07 0.03 -0.33
C 4.895 -0.002 1.347 -0.11 0.03 -0.10 0.69
F 5.858 -0.051 2.238 0.10 0.00 0.09 -0.28
C 4.479 1.219 0.836 -0.05 -0.09 0.01 0.36
F 5.048 2.346 1.229 0.04 0.04 0.02 -0.33
C 3.454 1.245 -0.089 -0.29 -0.07 -0.31 0.11
F 3.097 2.422 -0.629 0.10 0.11 0.09 -0.46
C -0.985 0.057 -3.741 -0.27 -0.04 0.04 -0.99
C -2.153 0.420 -2.851 0.05 -0.08 -0.29 -1.28
N -1.633 0.645 -1.503 -0.85 0.25 -0.33 2.27
C -2.685 0.844 -0.572 -0.42 0.03 0.33 -0.81
C -3.269 -0.171 0.187 0.14 0.20 -0.17 -0.64
F -2.823 -1.415 0.060 -0.08 -0.14 0.10 -0.19
C -4.329 0.069 1.048 0.04 0.07 -0.03 0.23
F -4.838 -0.922 1.753 -0.04 -0.05 0.05 -0.29
C -4.857 1.348 1.157 0.10 -0.01 -0.11 0.58
F -5.859 1.584 1.970 -0.08 0.00 0.08 -0.27
C -4.320 2.383 0.399 0.02 -0.07 0.02 0.40
F -4.807 3.606 0.495 -0.03 0.07 0.01 -0.31
C -3.262 2.116 -0.446 0.31 -0.16 -0.08 0.54
F -2.714 3.120 -1.156 -0.11 0.11 0.01 -0.45
H 0.002 2.306 -4.829 0.01 -0.02 0.01 0.32
H -0.876 2.686 -3.341 -0.01 -0.05 0.01 0.29
H 0.893 2.821 -3.391 0.00 -0.03 0.02 0.46
H 1.288 -0.282 -4.734 -0.05 0.06 -0.02 0.35
H 2.158 1.050 -3.959 -0.04 0.04 -0.01 0.42
H 1.314 -1.551 -2.611 0.05 -0.03 0.02 0.20
H 2.960 -0.946 -2.849 0.02 0.00 0.11 0.61
H -1.232 0.245 -4.790 0.09 -0.04 -0.02 0.52
H -0.742 -1.000 -3.625 0.05 0.00 0.00 0.52
H -2.664 1.320 -3.209 -0.01 0.00 0.07 0.52
H -2.893 -0.386 -2.849 -0.01 0.01 0.02 0.41
C -0.690 2.078 2.842 -0.07 -0.08 -0.12 -1.35
C 0.078 2.852 1.777 0.18 0.15 0.44 0.83
C -0.502 4.259 1.631 -0.01 -0.05 -0.13 -1.70
C 1.561 2.894 2.108 -0.02 -0.13 -0.11 -1.50
N -0.182 2.112 0.476 -0.27 0.09 0.41 1.16
N 0.208 2.726 -0.744 0.22 0.96 -0.16 -0.08
H -0.487 2.511 3.820 0.00 0.00 0.00 0.50
H -0.394 1.030 2.863 0.05 -0.09 0.03 0.20
H -1.770 2.136 2.678 0.01 0.00 -0.03 0.37
H -0.438 4.785 2.582 0.03 -0.05 0.03 0.51
H -1.558 4.225 1.348 0.01 0.01 0.00 0.27
H 0.040 4.858 0.897 0.01 0.01 0.01 0.36
H 1.697 3.377 3.075 -0.05 0.02 0.01 0.66
H 2.140 3.472 1.387 0.01 -0.01 -0.04 0.37
H 1.970 1.885 2.181 0.01 0.00 0.00 0.01
H -1.203 2.030 0.474 0.04 0.18 -0.09 -0.41
H 1.107 3.188 -0.635 0.15 -0.19 0.10 0.31
H -0.459 3.412 -1.088 -0.20 -0.13 0.03 0.41
N -0.037 -0.911 -0.168 -0.22 -1.28 1.20 0.43
C -0.085 -2.046 0.432 0.02 -0.38 0.28 0.33
C 0.142 -2.119 1.889 0.04 0.18 0.04 0.27
C 1.090 -1.274 2.478 -0.02 -0.04 -0.11 0.16
C 1.344 -1.346 3.834 0.01 0.06 0.03 -1.12
C 0.643 -2.250 4.623 -0.01 0.01 0.01 -0.74
C -0.315 -3.076 4.053 -0.06 -0.02 0.00 -1.01
C -0.572 -3.012 2.693 -0.02 0.04 -0.16 -0.38
C -0.348 -3.268 -0.341 -0.02 0.02 -0.17 0.44
C 0.178 -4.505 0.048 0.01 0.15 0.04 -0.62
C -0.113 -5.641 -0.687 0.04 -0.07 -0.01 -0.92
C -0.920 -5.558 -1.813 0.02 0.05 0.00 -0.67
C -1.418 -4.327 -2.226 -0.03 0.00 -0.06 -1.07
C -1.125 -3.189 -1.503 0.00 0.05 0.02 0.14
H 1.655 -0.600 1.845 -0.06 0.04 0.11 0.17
H 2.092 -0.706 4.285 0.01 -0.01 -0.02 0.53
H 0.841 -2.305 5.685 0.01 -0.03 -0.01 0.47
H -0.863 -3.779 4.666 -0.03 0.04 0.02 0.49
H -1.351 -3.621 2.258 0.04 -0.12 -0.03 0.65
H 0.847 -4.569 0.895 -0.06 -0.01 0.10 0.57
H 0.294 -6.595 -0.382 0.01 0.01 0.00 0.48
H -1.157 -6.451 -2.376 0.01 -0.01 0.01 0.46
H -2.045 -4.266 -3.106 0.00 0.00 0.00 0.49
H -1.533 -2.229 -1.794 0.01 -0.06 -0.02 0.53
```
Positions in Å, forces in eV/Å.



[3]
Density functional theory data (the ωB97M-V functional and the def2-TZVPD basis) for a molecular structure, C34H33IrN8O4S3.

The value obtained for the orbital gap (alpha / beta) is 7.253 / 6.067 eV. The total charge is +1. The spin multiplicity is 2. The value obtained for the HOMO energy (alpha / beta) is -10.3 / -10.3 eV. The energy above the lowest of the compared OMol25 structures with the same formula, charge and spin comes out at 42.42 kcal/mol. As for the LUMO energy (alpha / beta): -0.1105 / -0.1547 hartree.

Geometry as XYZ:
```
83
Properties=species:S:1:pos:R:3:forces:R:3:lowdin_spin:R:1
Ir -1.101 -0.116 0.418 0.24 0.97 -0.45 0.64
C -1.832 -2.309 4.122 -0.01 0.09 0.10 0.00
C -2.086 -1.683 2.791 -0.67 0.15 -0.15 0.02
N -1.487 -0.579 2.436 0.96 -0.70 -0.14 0.05
N -0.815 0.107 3.442 0.03 -0.12 -0.09 0.01
C -0.416 1.265 3.092 0.08 0.09 -0.06 0.00
S -0.695 1.896 1.496 -0.38 0.27 0.39 0.03
S 0.409 2.220 4.312 -0.01 -0.03 -0.02 0.00
C 0.586 3.853 3.521 -0.01 -0.10 0.00 0.00
C 1.791 4.038 2.636 0.01 0.00 -0.01 0.00
C 1.640 4.414 1.307 0.00 0.00 0.00 0.00
C 2.753 4.660 0.511 -0.01 -0.02 -0.01 0.00
C 4.030 4.525 1.037 0.01 -0.02 0.00 0.00
C 4.188 4.141 2.364 0.01 -0.01 -0.01 0.00
C 3.076 3.900 3.155 0.00 0.00 0.00 0.00
C -3.075 -2.279 1.906 0.36 0.01 -0.07 0.01
C -3.666 -3.509 2.236 -0.06 -0.06 -0.03 0.00
C -4.679 -4.046 1.477 0.05 -0.01 0.06 0.00
C -5.142 -3.346 0.363 -0.01 0.06 -0.03 0.00
C -4.574 -2.144 0.003 -0.07 -0.09 0.03 0.00
C -3.519 -1.609 0.748 0.03 0.08 -0.05 0.01
O -3.021 -0.455 0.303 -0.45 0.68 -0.02 0.03
H -1.213 -1.682 4.750 0.00 -0.02 -0.03 0.00
H -1.312 -3.251 3.927 -0.02 -0.02 0.02 0.00
H -2.766 -2.535 4.631 0.00 -0.01 0.00 0.00
H 0.649 4.521 4.382 -0.02 0.03 -0.01 0.00
H -0.338 4.091 2.995 -0.01 0.04 0.03 0.00
H 0.645 4.532 0.894 0.00 0.01 0.00 0.00
H 2.621 4.984 -0.514 -0.01 0.00 0.00 0.00
H 4.897 4.738 0.427 0.01 -0.01 -0.01 0.00
H 5.179 4.044 2.786 0.01 0.00 0.00 0.00
H 3.206 3.609 4.191 0.00 0.00 0.01 0.00
H -3.312 -4.052 3.099 -0.01 -0.01 0.00 0.00
H -5.110 -5.001 1.741 0.00 0.00 0.01 0.00
H -5.948 -3.754 -0.234 0.01 -0.01 -0.01 0.00
H -4.909 -1.596 -0.866 0.01 0.01 0.00 0.00
N 5.406 -2.488 -1.924 0.03 0.05 -0.02 0.00
C 4.068 -2.653 -1.640 -0.03 -0.03 0.01 0.00
C 3.652 -2.971 -0.341 0.02 0.00 -0.02 0.00
C 2.308 -3.064 -0.036 -0.02 -0.02 0.00 0.00
C 1.360 -2.855 -1.027 0.05 0.20 -0.12 0.00
C 1.757 -2.557 -2.326 0.00 -0.12 -0.06 0.00
C 3.099 -2.457 -2.632 0.01 0.00 0.04 0.00
S -0.344 -2.843 -0.614 0.21 -0.15 0.67 0.00
O -0.997 -4.032 -1.051 -0.17 0.09 -0.26 0.02
O -0.416 -2.547 0.814 0.42 -0.55 -0.11 0.05
N -0.905 -1.430 -1.260 -0.64 -0.41 0.63 0.06
C -1.767 -1.474 -2.377 0.56 0.21 0.01 0.00
N -1.539 -2.439 -3.267 0.03 0.02 -0.09 0.00
C -2.338 -2.472 -4.324 0.01 -0.03 0.05 0.00
C -3.338 -1.535 -4.529 -0.03 -0.01 -0.02 0.00
C -3.427 -0.535 -3.582 0.03 -0.01 0.05 0.00
N -2.647 -0.487 -2.504 -0.18 -0.11 -0.10 0.00
H 6.068 -2.922 -1.304 0.00 -0.01 0.00 0.00
H 5.677 -2.509 -2.893 0.00 -0.04 0.01 0.00
H 4.394 -3.145 0.429 0.00 0.01 0.01 0.00
H 1.990 -3.285 0.974 -0.01 0.02 0.01 0.00
H 1.008 -2.424 -3.098 -0.01 0.02 0.02 0.00
H 3.410 -2.236 -3.646 -0.01 0.01 -0.01 0.00
H -2.155 -3.269 -5.036 0.00 0.00 -0.01 0.00
H -3.988 -1.568 -5.391 0.00 0.00 -0.01 0.00
H -4.150 0.269 -3.681 0.00 0.02 -0.01 0.00
C 3.089 0.788 1.326 0.03 0.00 0.01 0.00
C 1.986 0.620 0.340 -0.01 0.15 -0.03 0.00
O 1.042 -0.146 0.615 -0.17 -0.25 0.04 0.01
N 2.052 1.269 -0.822 -0.16 -0.03 0.08 0.00
C 1.078 1.001 -1.870 0.01 0.00 0.13 0.00
C -0.156 1.860 -1.787 -0.04 0.01 0.12 0.00
C -0.223 3.088 -2.425 -0.03 -0.07 -0.13 0.00
C -1.390 3.830 -2.375 -0.03 0.01 -0.02 0.00
C -2.484 3.311 -1.701 0.04 0.00 -0.03 0.00
C -2.350 2.101 -1.055 -0.01 -0.10 -0.03 0.00
N -1.202 1.405 -1.076 -0.12 -0.15 -0.12 0.03
H 3.546 -0.190 1.482 0.00 -0.01 0.00 0.00
H 2.659 1.115 2.273 0.00 0.00 0.00 0.00
H 3.843 1.498 0.998 0.01 0.03 0.00 0.00
H 2.736 2.003 -0.925 0.05 -0.08 -0.04 0.00
H 0.784 -0.040 -1.763 0.01 -0.08 -0.12 0.00
H 1.553 1.113 -2.843 0.04 0.14 0.04 0.00
H 0.637 3.441 -2.979 0.00 -0.01 -0.01 0.00
H -1.452 4.790 -2.870 0.01 0.00 -0.01 0.00
H -3.427 3.836 -1.662 0.00 0.00 0.03 0.00
H -3.160 1.648 -0.502 0.02 -0.01 0.00 0.00
```
Positions in Å, forces in eV/Å.



Number 1: maximum force 0.03628 Eh/bohr. Number 2: maximum force 0.03444 Eh/bohr. Number 3: maximum force 0.02321 Eh/bohr.